Computed, not measured: C3H2N2O in the gas phase in a non-equilibrium geometry, with the ωB97M-V functional and the def2-TZVPD basis.

XYZ file:
```
8
Properties=species:S:1:pos:R:3:lowdin_charge:R:1
C 0.31 -0.93 -0.46 0.10
C -0.76 0.05 0.00 -0.33
C 1.45 -0.04 0.04 -0.12
N 0.25 -0.18 0.88 0.07
N -1.93 0.21 -0.02 0.02
O -3.07 0.58 -0.18 0.07
H 2.24 -0.63 0.29 0.06
H 1.51 0.94 -0.55 0.13
```

Properties
LUMO (alpha / beta): -1.37 / -0.81 eV
E_tot: -8162.3205 eV
2S+1: 1
structure (SMILES): O=NC1=C2CN21
energy relative to the best compared isomer or geometry (same formula, charge and spin): 7.3923 eV
maximum force: 4.9 eV/Å
HOMO (alpha / beta): -9.07 / -9.33 eV